# 1
DFT (ωB97M-V with the def2-TZVPD basis set) results for a structure of composition C52H45BrN6O9P2V.

Computed properties:
gap between HOMO and LUMO (spin up / spin down) = 6.33 / 7.69 eV
LUMO level (spin up / spin down) = -0.06 / -0.18 eV
multiplicity = 4

Last column: Löwdin spin population.
Geometry (Å):
1 V 0.89 1.60 -0.10  2.6635
2 O -2.95 1.69 2.14  0.0013
3 C -3.83 1.31 1.19  0.0001
4 C -5.18 1.19 1.51  0.0000
5 C -6.08 0.74 0.55  0.0000
6 C -5.64 0.40 -0.73  -0.0001
7 C -4.30 0.55 -1.04  -0.0001
8 C -3.39 1.02 -0.10  -0.0005
9 C -1.94 1.25 -0.47  0.0029
10 O -1.07 1.02 0.56  0.0306
11 N -1.81 2.66 -0.91  -0.0007
12 N -0.51 3.08 -0.99  0.0013
13 C -0.23 3.99 -1.83  0.0317
14 C 1.06 4.71 -1.91  0.0015
15 Br 1.85 5.25 -0.28  0.0089
16 C 1.57 5.12 -3.07  0.0108
17 C 1.09 4.61 -4.36  0.0009
18 C 0.96 5.46 -5.46  0.0015
19 C 0.52 4.97 -6.68  0.0001
20 C 0.22 3.62 -6.81  0.0017
21 C 0.39 2.76 -5.74  0.0000
22 C 0.83 3.25 -4.51  0.0021
23 H -2.06 1.47 1.74  0.0007
24 H -5.51 1.43 2.51  0.0000
25 H -7.12 0.64 0.80  0.0000
26 H -6.34 0.04 -1.47  0.0000
27 H -3.94 0.30 -2.03  0.0000
28 H -1.71 0.62 -1.35  0.0005
29 H -2.37 2.91 -1.73  -0.0005
30 H -0.97 4.32 -2.56  0.0008
31 H 2.38 5.84 -3.07  0.0006
32 H 1.20 6.51 -5.35  0.0001
33 H 0.41 5.64 -7.52  0.0000
34 H -0.11 3.23 -7.77  0.0001
35 H 0.21 1.70 -5.85  0.0000
36 H 1.04 2.57 -3.69  0.0001
37 O 0.53 -0.38 -1.25  0.0153
38 P -0.27 -1.63 -1.13  0.0032
39 C -1.24 -1.84 0.38  0.0004
40 P -0.42 -1.62 1.99  0.0014
41 O 0.77 -0.72 2.06  0.0106
42 C 0.04 -3.30 2.44  0.0004
43 C -0.90 -4.25 2.85  0.0001
44 C -0.50 -5.55 3.11  0.0000
45 C 0.83 -5.91 2.97  0.0000
46 C 1.77 -4.98 2.56  0.0000
47 C 1.38 -3.67 2.30  0.0001
48 C -1.72 -1.09 3.11  0.0001
49 C -1.32 -0.35 4.22  0.0001
50 C -2.25 0.05 5.16  0.0000
51 C -3.59 -0.30 5.00  0.0001
52 C -3.99 -1.03 3.90  0.0000
53 C -3.06 -1.41 2.94  0.0001
54 C 0.81 -3.07 -1.24  0.0001
55 C 2.12 -2.85 -1.65  0.0003
56 C 3.00 -3.92 -1.77  0.0001
57 C 2.56 -5.20 -1.49  0.0001
58 C 1.25 -5.43 -1.10  0.0000
59 C 0.37 -4.37 -0.99  0.0001
60 C -1.48 -1.78 -2.46  0.0007
61 C -1.15 -1.14 -3.66  0.0001
62 C -2.03 -1.21 -4.73  0.0000
63 C -3.22 -1.91 -4.62  0.0000
64 C -3.55 -2.54 -3.43  0.0000
65 C -2.68 -2.47 -2.35  0.0001
66 H -1.60 -2.87 0.37  0.0000
67 H -2.09 -1.16 0.33  0.0001
68 H -1.93 -3.96 2.98  0.0000
69 H -1.23 -6.28 3.44  0.0000
70 H 1.14 -6.93 3.17  0.0000
71 H 2.80 -5.26 2.44  0.0000
72 H 2.10 -2.94 1.97  0.0000
73 H -0.28 -0.08 4.34  0.0000
74 H -1.94 0.63 6.02  0.0000
75 H -4.32 0.02 5.74  0.0000
76 H -5.04 -1.28 3.76  0.0000
77 H -3.40 -1.96 2.07  0.0000
78 H 2.44 -1.84 -1.89  0.0001
79 H 4.01 -3.73 -2.09  0.0000
80 H 3.25 -6.03 -1.58  0.0000
81 H 0.90 -6.43 -0.89  0.0000
82 H -0.66 -4.56 -0.69  0.0000
83 H -0.23 -0.59 -3.74  0.0000
84 H -1.77 -0.72 -5.66  0.0000
85 H -3.90 -1.95 -5.46  0.0000
86 H -4.48 -3.07 -3.33  0.0000
87 H -2.96 -2.95 -1.42  0.0000
88 O 6.78 -1.34 -0.85  0.0002
89 C 5.62 -1.05 -1.50  -0.0001
90 O 5.52 -1.25 -2.67  -0.0002
91 C 4.53 -0.56 -0.62  0.0010
92 C 4.33 -1.01 0.68  0.0077
93 N 3.19 -0.45 1.11  0.0048
94 N 2.65 0.33 0.18  0.0053
95 C 3.43 0.28 -0.89  0.0121
96 C 2.97 1.16 -2.04  0.0093
97 O 3.39 0.98 -3.17  0.0163
98 O 2.14 2.05 -1.64  0.0236
99 H 6.76 -0.96 0.03  0.0001
100 H 4.86 -1.73 1.28  0.0006
101 H 2.57 -0.70 1.89  0.0002
102 N 3.42 3.54 6.21  0.0020
103 C 2.21 3.03 5.86  0.0045
104 O 1.39 2.66 6.68  0.0060
105 C 1.95 2.91 4.39  0.0299
106 C 0.63 2.87 3.96  -0.0041
107 C 0.36 2.70 2.62  0.0338
108 N 1.33 2.53 1.70  0.0184
109 C 2.59 2.66 2.10  0.0362
110 C 2.95 2.83 3.43  -0.0044
111 H 3.57 3.71 7.19  0.0001
112 H 3.97 4.06 5.55  0.0000
113 H -0.18 2.96 4.67  -0.0008
114 H -0.65 2.70 2.24  0.0017
115 H 3.34 2.60 1.32  0.0028
116 H 4.00 2.87 3.69  -0.0010



# 2
DFT (ωB97M-V with the def2-TZVPD basis set) results for a structure of composition C52H45CaF3N5OP2S4Sb.

Computed properties:
gap between HOMO and LUMO = 4.71 eV
LUMO level = 3.53 eV
multiplicity = 1
charge = -2

Last column: Löwdin charge in e.
Geometry (Å):
1 Ca 1.14 1.47 -1.36  0.7664
2 C 0.79 -1.25 -4.88  -0.0286
3 C 1.17 -0.84 -3.48  -0.3007
4 N 0.38 -0.21 -2.69  -0.0959
5 N -0.86 0.15 -3.11  0.0551
6 C -1.44 0.99 -2.27  -0.5045
7 O -0.96 1.41 -1.17  -0.2888
8 C -2.78 1.48 -2.69  -0.1408
9 C -3.46 2.38 -1.87  -0.0231
10 C -4.70 2.88 -2.24  -0.0912
11 C -5.27 2.50 -3.45  -0.1131
12 C -4.61 1.59 -4.27  -0.1009
13 C -3.37 1.09 -3.89  -0.0339
14 C 2.54 -1.04 -3.01  -0.2589
15 C 3.48 -1.76 -3.74  -0.0239
16 C 4.79 -1.81 -3.28  -0.0705
17 C 5.13 -1.14 -2.13  -0.0679
18 C 4.13 -0.46 -1.45  -0.1851
19 N 2.87 -0.42 -1.86  0.0449
20 H -0.23 -0.94 -5.06  0.0535
21 H 0.87 -2.33 -5.01  0.0734
22 H 1.45 -0.76 -5.59  0.0882
23 H -2.98 2.69 -0.95  0.1023
24 H -5.21 3.59 -1.60  0.0955
25 H -6.22 2.92 -3.75  0.0894
26 H -5.05 1.29 -5.21  0.0915
27 H -2.83 0.39 -4.52  0.0994
28 H 3.20 -2.26 -4.65  0.0965
29 H 5.54 -2.36 -3.84  0.0978
30 H 6.15 -1.11 -1.76  0.0983
31 H 4.35 0.08 -0.53  0.0575
32 C -0.97 -0.79 2.71  -0.2763
33 N -0.38 -2.13 2.78  -0.1614
34 C -0.80 -3.11 1.77  -0.2787
35 P -0.55 -2.73 -0.08  1.1150
36 C 0.42 -4.22 -0.52  -0.3887
37 C 1.68 -4.33 0.09  -0.1146
38 C 2.55 -5.35 -0.24  -0.0830
39 C 2.19 -6.27 -1.22  -0.1032
40 C 0.98 -6.13 -1.88  -0.0960
41 C 0.11 -5.11 -1.55  -0.1048
42 C -2.29 -3.20 -0.48  -0.3909
43 C -3.15 -2.13 -0.71  -0.0949
44 C -4.49 -2.35 -0.98  -0.0794
45 C -5.00 -3.64 -0.99  -0.1017
46 C -4.16 -4.71 -0.69  -0.0965
47 C -2.81 -4.49 -0.44  -0.1117
48 C 0.42 -2.52 3.83  -0.2236
49 C 1.27 -3.64 3.74  -0.0355
50 C 2.03 -4.06 4.81  -0.1030
51 C 2.00 -3.39 6.02  -0.1241
52 C 1.18 -2.28 6.13  -0.1038
53 C 0.41 -1.85 5.07  -0.0438
54 P -0.07 0.46 1.54  1.0913
55 C -0.94 1.95 2.13  -0.3661
56 C -2.32 2.03 1.90  -0.1144
57 C -3.02 3.18 2.18  -0.0982
58 C -2.36 4.29 2.69  -0.0986
59 C -1.00 4.24 2.90  -0.0951
60 C -0.28 3.08 2.61  -0.1044
61 C 1.45 0.36 2.55  -0.4298
62 C 2.52 -0.29 1.94  -0.1825
63 C 3.70 -0.52 2.63  -0.0796
64 C 3.82 -0.07 3.94  -0.0843
65 C 2.76 0.58 4.56  -0.0924
66 C 1.57 0.78 3.87  -0.1241
67 H -0.92 -0.31 3.68  0.0581
68 H -2.02 -0.90 2.42  0.0803
69 H -1.88 -3.23 1.89  0.0885
70 H -0.33 -4.06 1.98  0.0704
71 H 1.97 -3.58 0.82  0.0958
72 H 3.50 -5.43 0.26  0.1032
73 H 2.87 -7.08 -1.48  0.0943
74 H 0.72 -6.82 -2.68  0.0970
75 H -0.82 -4.99 -2.09  0.0975
76 H -2.75 -1.13 -0.68  0.0889
77 H -5.14 -1.51 -1.20  0.1040
78 H -6.04 -3.82 -1.21  0.0945
79 H -4.56 -5.72 -0.66  0.0955
80 H -2.17 -5.33 -0.21  0.1005
81 H 1.35 -4.19 2.82  0.0732
82 H 2.68 -4.93 4.69  0.0964
83 H 2.60 -3.72 6.86  0.0871
84 H 1.14 -1.73 7.07  0.0990
85 H -0.23 -0.99 5.22  0.0929
86 H -2.83 1.17 1.48  0.0962
87 H -4.09 3.23 1.99  0.0966
88 H -2.92 5.20 2.91  0.0959
89 H -0.47 5.11 3.28  0.1049
90 H 0.79 3.06 2.73  0.0920
91 H 2.42 -0.59 0.90  0.0642
92 H 4.53 -1.01 2.14  0.1036
93 H 4.75 -0.22 4.48  0.0967
94 H 2.86 0.92 5.58  0.0982
95 H 0.75 1.27 4.37  0.1033
96 S 3.82 5.64 -1.46  -0.3712
97 Sb 3.88 3.33 -1.62  -0.2253
98 S 2.92 2.42 0.37  -0.1013
99 S 2.50 2.58 -3.41  -0.1997
100 S 6.03 2.50 -1.87  -0.3437
101 F -1.25 8.52 0.04  0.1242
102 C -1.60 7.79 -1.04  -0.5668
103 F -1.44 8.59 -2.12  0.1266
104 F -2.95 7.60 -0.93  0.1093
105 C -0.87 6.49 -1.15  -0.1248
106 C -0.17 5.97 -0.07  0.0151
107 C 0.44 4.74 -0.23  -0.1587
108 N 0.38 4.04 -1.36  0.0083
109 C -0.26 4.56 -2.39  -0.1344
110 C -0.91 5.78 -2.34  0.0104
111 H -0.10 6.51 0.86  0.1138
112 H 1.02 4.29 0.57  0.0361
113 H -0.24 3.98 -3.31  0.0933
114 H -1.43 6.18 -3.20  0.1167



# 3
DFT (ωB97M-V with the def2-TZVPD basis set) results for a structure of composition C52H45HgN7O2P2S.

Computed properties:
gap between HOMO and LUMO (spin up / spin down) = 4.99 / 5.22 eV
ΔE to the lowest compared entry with this formula, charge and spin = 127.8 kcal per mole
LUMO level (spin up / spin down) = 2.20 / 2.19 eV
multiplicity = 2
charge = -1

Last column: Löwdin spin population.
Geometry (Å):
1 Hg -0.05 -0.10 0.10  0.0006
2 C -1.40 0.40 -3.23  -0.0006
3 P -0.77 1.45 -1.85  -0.0005
4 C 0.78 2.17 -2.39  0.0086
5 C 1.89 1.25 -2.21  0.0339
6 C 3.94 1.27 -1.47  0.0058
7 C 4.38 2.71 -1.26  0.0095
8 C 2.40 4.01 -2.40  0.0505
9 C 1.12 3.55 -2.29  0.0002
10 C -1.94 2.85 -1.94  0.0001
11 C -2.03 3.58 -3.13  0.0003
12 C -2.91 4.64 -3.23  0.0000
13 C -3.72 4.99 -2.16  0.0000
14 C -3.65 4.26 -0.98  0.0001
15 C -2.76 3.19 -0.87  0.0000
16 C -2.82 -1.27 -1.91  0.0000
17 C -3.58 -2.56 -1.83  0.0000
18 C -3.78 -2.84 -0.54  0.0000
19 C -3.07 -1.82 0.22  0.0000
20 C -3.01 -1.80 1.72  0.0001
21 P -1.45 -1.05 2.45  -0.0003
22 C -0.59 -2.49 3.19  0.0000
23 C -0.29 -3.59 2.39  0.0000
24 C 0.47 -4.63 2.89  0.0000
25 C 0.95 -4.59 4.19  0.0000
26 C 0.66 -3.49 4.99  0.0000
27 C -0.10 -2.44 4.49  0.0000
28 C -2.16 -0.31 3.98  0.0000
29 C -1.60 0.86 4.50  0.0001
30 C -2.12 1.45 5.64  0.0001
31 C -3.21 0.89 6.28  0.0000
32 C -3.77 -0.29 5.78  0.0000
33 C -3.24 -0.89 4.65  0.0000
34 N -2.53 -0.92 -0.52  -0.0001
35 H -0.64 0.43 -4.02  -0.0001
36 H -2.32 0.85 -3.63  0.0000
37 H 1.63 0.21 -2.41  -0.0002
38 H 4.60 0.42 -1.27  0.0023
39 H 5.45 2.93 -1.28  0.0000
40 H 2.59 5.08 -2.35  0.0056
41 H 0.33 4.27 -2.18  -0.0009
42 H -1.38 3.31 -3.96  0.0002
43 H -2.96 5.21 -4.15  0.0000
44 H -4.41 5.82 -2.24  0.0000
45 H -4.28 4.53 -0.15  0.0000
46 H -2.70 2.62 0.04  0.0000
47 H -3.92 -3.11 -2.69  0.0000
48 H -4.29 -3.69 -0.11  0.0000
49 H -3.15 -2.81 2.11  0.0000
50 H -3.83 -1.17 2.07  0.0000
51 H -0.64 -3.63 1.36  0.0000
52 H 0.71 -5.47 2.25  0.0000
53 H 1.55 -5.40 4.58  0.0000
54 H 1.03 -3.45 6.01  0.0000
55 H -0.31 -1.59 5.12  0.0000
56 H -0.76 1.31 3.99  0.0004
57 H -1.67 2.36 6.02  0.0002
58 H -3.63 1.35 7.16  0.0000
59 H -4.61 -0.74 6.28  0.0000
60 H -3.66 -1.82 4.30  0.0000
61 N 1.58 3.78 1.73  0.0929
62 C 0.36 3.87 2.38  0.0834
63 C -0.38 2.83 1.91  0.0056
64 N 0.33 2.09 1.01  0.1422
65 C 1.54 2.68 0.90  0.0662
66 C 2.58 2.31 0.06  0.2689
67 N 2.62 1.21 -0.77  0.0932
68 C 3.25 1.61 -2.81  0.0093
69 C 3.58 3.11 -2.58  0.0107
70 N 3.78 3.07 0.01  0.0807
71 H 2.40 4.32 1.94  0.0047
72 H 0.14 4.65 3.08  0.0070
73 H -1.40 2.58 2.16  -0.0014
74 H 3.52 1.17 -3.76  0.0017
75 H 4.27 3.51 -3.33  0.0016
76 H 3.62 4.07 0.10  0.0126
77 C -2.05 -1.93 -6.77  0.0000
78 C -1.47 -1.71 -5.39  0.0000
79 C -0.05 -1.69 -5.24  0.0001
80 C 0.46 -1.92 -3.97  -0.0001
81 C -0.34 -1.84 -2.83  -0.0001
82 C -1.69 -1.13 -2.99  0.0000
83 C -2.27 -1.59 -4.31  0.0001
84 S 0.29 -2.82 -1.54  0.0000
85 O 1.17 -3.84 -2.08  0.0001
86 O -0.78 -3.35 -0.72  0.0000
87 N 1.16 -1.80 -0.55  0.0002
88 C 2.34 -2.13 0.05  0.0009
89 C 3.28 -3.02 -0.46  0.0001
90 C 4.45 -3.34 0.23  0.0003
91 C 4.76 -2.77 1.44  0.0001
92 C 3.88 -1.82 1.99  0.0003
93 C 4.13 -1.16 3.21  -0.0002
94 C 3.25 -0.23 3.68  0.0005
95 C 2.10 0.04 2.93  0.0007
96 N 1.83 -0.56 1.80  0.0016
97 C 2.68 -1.48 1.30  0.0003
98 H -1.51 -2.72 -7.30  0.0000
99 H -1.98 -1.02 -7.36  0.0000
100 H -3.11 -2.21 -6.70  0.0000
101 H 0.59 -1.73 -6.11  0.0000
102 H 1.48 -2.24 -3.86  0.0000
103 H -3.55 -0.52 -2.24  0.0000
104 H -3.35 -1.71 -4.39  0.0000
105 H 3.07 -3.51 -1.40  0.0000
106 H 5.14 -4.05 -0.21  0.0000
107 H 5.67 -3.03 1.98  0.0000
108 H 5.03 -1.41 3.76  0.0000
109 H 3.43 0.30 4.61  0.0001
110 H 1.39 0.79 3.26  0.0000



# 4
DFT (ωB97M-V with the def2-TZVPD basis set) results for a structure of composition C52H45N4O7S9SbSc.

Computed properties:
gap between HOMO and LUMO (spin up / spin down) = 4.90 / 5.34 eV
ΔE to the lowest compared entry with this formula, charge and spin = 0.0 kcal per mole
LUMO level (spin up / spin down) = 3.49 / 3.49 eV
multiplicity = 2
charge = -2

Last column: Löwdin spin population.
Geometry (Å):
1 Sc 0.17 0.45 -0.13  0.0007
2 S -2.89 -4.31 -0.04  0.0092
3 Sb -1.06 -3.03 0.44  0.0007
4 S -1.96 -0.72 0.43  -0.0002
5 S 0.40 -3.63 -1.66  0.1440
6 C 6.18 -0.20 3.96  0.0003
7 C 5.24 0.43 2.96  0.0003
8 C 4.99 1.80 2.98  0.0002
9 C 4.11 2.38 2.08  0.0002
10 C 3.45 1.58 1.15  0.0002
11 C 3.69 0.22 1.11  0.0022
12 C 4.59 -0.35 2.01  0.0026
13 S 2.48 2.50 -0.10  0.0001
14 O 3.58 3.30 -0.71  0.0000
15 O 0.14 1.90 1.53  0.0000
16 N 2.04 1.13 -1.00  -0.0001
17 C 1.87 1.27 -2.39  -0.0001
18 C 2.64 2.10 -3.19  0.0002
19 C 2.43 2.20 -4.58  0.0000
20 C 1.47 1.46 -5.21  0.0001
21 C 0.66 0.60 -4.43  0.0000
22 C -0.39 -0.14 -5.00  0.0004
23 C -1.21 -0.88 -4.21  0.0003
24 C -0.98 -0.90 -2.83  0.0017
25 N 0.02 -0.28 -2.26  0.0000
26 C 0.85 0.49 -3.04  0.0000
27 H 7.05 0.44 4.13  0.0000
28 H 6.53 -1.18 3.62  0.0003
29 H 5.69 -0.35 4.93  0.0000
30 H 5.52 2.43 3.70  0.0000
31 H 3.97 3.45 2.06  0.0000
32 H 3.22 -0.38 0.34  0.0016
33 H 4.80 -1.41 1.94  0.0032
34 H 3.40 2.71 -2.73  0.0000
35 H 3.05 2.88 -5.16  0.0000
36 H 1.30 1.54 -6.27  0.0000
37 H -0.55 -0.08 -6.08  0.0000
38 H -2.05 -1.44 -4.61  0.0000
39 H -1.65 -1.44 -2.18  0.0009
40 C 2.46 7.93 1.41  0.0000
41 C 1.55 6.72 1.46  0.0000
42 C 1.87 5.62 2.25  0.0000
43 C 1.06 4.49 2.25  0.0000
44 C -0.10 4.47 1.49  0.0000
45 C -0.44 5.56 0.70  0.0000
46 C 0.40 6.67 0.68  0.0000
47 S -1.04 2.92 1.39  0.0000
48 O -3.07 4.27 0.20  0.0000
49 C -1.74 2.96 3.08  0.0000
50 C -3.07 3.44 3.06  0.0000
51 C -3.84 3.43 4.17  0.0000
52 C -3.34 2.91 5.39  0.0000
53 C -4.13 2.89 6.56  0.0000
54 C -3.64 2.38 7.73  0.0000
55 C -2.35 1.82 7.76  0.0000
56 C -1.57 1.80 6.64  0.0000
57 C -2.02 2.38 5.41  0.0000
58 C -1.19 2.42 4.23  0.0000
59 C 0.23 1.92 4.42  0.0000
60 C 1.13 2.70 5.22  0.0000
61 C 0.84 4.03 5.62  0.0000
62 C 1.74 4.76 6.34  0.0000
63 C 2.98 4.20 6.71  0.0000
64 C 3.30 2.92 6.34  0.0000
65 C 2.39 2.14 5.58  0.0000
66 C 2.72 0.84 5.14  0.0000
67 C 1.89 0.15 4.32  0.0000
68 C 0.63 0.69 3.98  0.0000
69 S -0.42 -0.09 2.73  -0.0001
70 O 0.66 -0.63 1.75  0.0002
71 C -0.90 -1.47 3.76  0.0001
72 C -0.31 -2.72 3.72  0.0048
73 C -0.89 -3.77 4.42  0.0002
74 C -2.05 -3.58 5.16  0.0001
75 C -2.75 -4.75 5.82  0.0001
76 C -2.60 -2.30 5.23  -0.0003
77 C -2.04 -1.25 4.53  0.0002
78 H 3.25 7.86 2.16  0.0000
79 H 1.90 8.85 1.58  0.0000
80 H 2.93 8.00 0.42  0.0000
81 H 2.77 5.63 2.86  0.0000
82 H 1.36 3.62 2.81  0.0000
83 H -1.34 5.52 0.09  0.0000
84 H 0.16 7.50 0.03  0.0000
85 H -3.45 3.83 2.11  0.0000
86 H -4.85 3.82 4.14  0.0000
87 H -5.13 3.30 6.52  0.0000
88 H -4.25 2.39 8.63  0.0000
89 H -1.96 1.40 8.68  0.0000
90 H -0.59 1.34 6.68  0.0000
91 H -0.11 4.47 5.33  0.0000
92 H 1.50 5.78 6.62  0.0000
93 H 3.69 4.79 7.29  0.0000
94 H 4.25 2.49 6.61  0.0000
95 H 3.67 0.41 5.45  0.0000
96 H 2.17 -0.82 3.94  0.0000
97 H 0.59 -2.88 3.13  0.0031
98 H -0.45 -4.76 4.36  0.0001
99 H -2.07 -5.59 5.96  0.0000
100 H -3.58 -5.09 5.19  0.0000
101 H -3.16 -4.47 6.79  0.0000
102 H -3.50 -2.13 5.82  0.0000
103 H -2.49 -0.26 4.55  0.0000
104 O -0.66 1.98 -0.98  0.0000
105 S -1.54 2.82 -1.94  0.0000
106 O -0.88 4.08 -2.18  0.0000
107 O -1.88 2.01 -3.09  0.0000
108 S -3.37 3.25 -0.97  0.0000
109 C 3.06 -3.28 2.92  0.0196
110 N 2.30 -2.86 1.76  0.1586
111 C 2.61 -3.38 0.50  0.4163
112 N 3.04 -4.72 0.46  0.1138
113 S 2.09 -2.58 -0.94  0.0819
114 H 2.72 -2.71 3.79  -0.0006
115 H 4.15 -3.13 2.81  0.0077
116 H 2.90 -4.34 3.13  0.0018
117 H 2.03 -1.89 1.74  0.0035
118 H 2.51 -5.31 1.11  0.0167
119 H 2.93 -5.08 -0.47  0.0028



Q: Number 2 is which compound?
A: C52H45CaF3N5OP2S4Sb